10
Properties=species:S:1:pos:R:3 method="wB97M-V/def2-TZVPD" lumo_ev=0.729 homo_energy_ha=-0.383 spin_multiplicity=1 total_charge=0
N -0.98526 0.79807 -0.44408
C 0.33785 1.08430 -0.31286
O 0.45735 2.34646 0.22018
O 1.28771 0.38351 -0.52219
H -1.65457 1.37477 0.02889
H -1.30690 0.15840 -1.14667
H 1.37585 2.35629 0.50430
H -0.18074 -3.00572 -0.14579
H 0.76690 -2.85812 1.08639
O -0.09818 -2.63796 0.73183

12
Properties=species:S:1:pos:R:3 method="wB97M-V/def2-TZVPD" lumo_ev=0.388 homo_energy_ha=-0.368 spin_multiplicity=1 total_charge=0
C 2.51180 -0.36611 0.35860
N 1.92592 0.62325 -0.38306
O -1.96562 -1.19040 -0.38699
O -1.34673 1.23462 -0.69449
O -2.95842 0.45437 0.94675
O 3.62239 -0.77712 0.24534
S -2.48706 0.36396 -0.55701
H 1.64770 -0.71749 0.91750
H 1.08574 1.07569 -0.08745
H -1.41262 -1.61837 -1.04457
H 2.54613 1.22711 -0.87743
H -3.16922 -0.30951 1.56282

12
Properties=species:S:1:pos:R:3 method="wB97M-V/def2-TZVPD" lumo_ev="0.555 / -3.417" homo_energy_ha="-0.269 / -0.389" spin_multiplicity=3 total_charge=0
C 0.65015 -0.31889 0.21733
N -2.69321 -1.06328 0.14739
O 1.62209 0.76643 -1.95922
O 0.99248 2.41003 -0.20846
O 2.85893 0.85858 0.25967
O 0.84504 -1.40002 -0.22415
S 1.48816 1.12127 -0.57658
H -0.06487 -0.23780 1.10471
H -2.44537 -2.03672 0.35232
H -3.60608 -1.13458 -0.41305
H -2.90577 -0.69405 1.08245
H 3.25844 1.72903 0.21761

9
Properties=species:S:1:pos:R:3 method="wB97M-V/def2-TZVPD" lumo_ev=4.627 homo_energy_ha=-0.089 spin_multiplicity=1 total_charge=-1
C -1.20801 0.04137 -0.58326
N 1.98001 -1.19182 -0.01836
O 2.24204 -0.14251 1.09516
P 0.76967 -0.15124 0.22410
H -1.89692 -0.51066 0.06375
H -1.22585 1.17702 -0.47795
H -1.39903 -0.24144 -1.63881
H 0.79085 1.34937 -0.06269
H -0.05277 -0.33009 1.39806

10
Properties=species:S:1:pos:R:3 method="wB97M-V/def2-TZVPD" lumo_ev="0.742 / -1.843" homo_energy_ha="-0.218 / -0.341" spin_multiplicity=3 total_charge=0
C 0.38337 -0.85838 -0.46852
N 0.92939 -1.91169 0.10150
O 0.02371 -0.63496 -1.55930
P -1.38817 2.34622 0.32227
P -0.08235 0.93812 1.20418
H 1.48895 -2.51539 -0.55373
H 1.67278 -1.86369 0.86348
H -0.42493 2.93347 -0.45526
H -1.43947 1.58167 -0.88643
H -1.16330 -0.01536 1.43181

9
Properties=species:S:1:pos:R:3 method="wB97M-V/def2-TZVPD" lumo_ev=0.212 homo_energy_ha=-0.349 spin_multiplicity=1 total_charge=0
C -1.23646 1.01529 0.36749
N 1.71527 -0.70008 -0.18341
O -2.80563 -0.76370 -0.38873
S -2.53689 0.64915 -0.50738
H -0.85930 2.03164 0.43180
H -0.74740 0.14553 0.67195
H 2.04717 -1.46675 0.48888
H 2.17259 -0.97353 -1.09262
H 2.25066 0.06246 0.21203

10
Properties=species:S:1:pos:R:3 method="wB97M-V/def2-TZVPD" lumo_ev=0.322 homo_energy_ha=-0.337 spin_multiplicity=1 total_charge=0
S -0.99688 1.82995 1.28222
S -2.60302 0.75310 0.67344
H -0.34436 0.75552 1.99502
H -3.23429 1.57338 1.41184
C 2.57970 -1.73713 -1.92426
N 2.56730 -0.94630 -0.81144
O 2.45102 -2.93519 -1.73670
H 2.52536 -1.37927 -3.00709
H 2.17149 -1.36585 0.06908
H 3.42285 -0.38420 -0.64030

9
Properties=species:S:1:pos:R:3 method="wB97M-V/def2-TZVPD" lumo_ev=-0.441 homo_energy_ha=-0.395 spin_multiplicity=1 total_charge=0
C -2.25117 1.23039 0.06667
N -1.99304 1.71902 -0.93892
O 0.31351 1.27292 1.05127
Si 1.34340 1.33978 -0.06929
H -2.37267 0.78585 1.00423
H -0.01641 -2.72802 -0.12442
H 0.22425 -1.98722 -0.13161
H 2.11496 0.17586 -0.51278
H 1.72233 2.53528 -0.81451

9
Properties=species:S:1:pos:R:3 method="wB97M-V/def2-TZVPD" lumo_ev=-1.080 homo_energy_ha=-0.289 spin_multiplicity=1 total_charge=0
C 1.47587 0.26690 1.35447
N -1.23057 -0.27133 -1.03436
S -0.07533 0.55558 1.79106
S 0.09178 -0.83168 -2.21861
H 2.31265 0.52253 2.15296
H 1.63921 0.10259 0.31163
H -1.01103 0.70183 -0.83958
H -2.10751 -0.31895 -1.43015
H -1.09507 -0.72748 -0.08744

9
Properties=species:S:1:pos:R:3 method="wB97M-V/def2-TZVPD" lumo_ev=0.044 homo_energy_ha=-0.319 spin_multiplicity=1 total_charge=0
S 1.05764 1.66852 3.08532
S 1.84179 -0.33038 3.20940
H 0.49992 1.62947 4.29295
H 2.45070 -0.17719 2.00303
C -2.54509 -1.55026 -6.47801
N -3.70176 -1.20582 -6.85726
H -2.28162 -1.35787 -5.43324
H -1.76342 -2.06709 -7.03989
H -3.82310 -1.47498 -7.84003

9
Properties=species:S:1:pos:R:3 method="wB97M-V/def2-TZVPD" lumo_ev=-2.641 homo_energy_ha=-0.343 spin_multiplicity=1 total_charge=0
S -1.62357 0.76333 2.20081
S 0.55915 0.45300 1.06627
H -2.32315 1.42080 3.14391
H 0.50984 -0.88284 1.19741
C 0.98980 -0.18399 -1.49373
N 0.09925 -1.04592 -1.83747
H 1.95452 -0.70271 -1.29705
H 0.63655 0.85470 -1.47435
H -0.80239 -0.67636 -1.50580

8
Properties=species:S:1:pos:R:3 method="wB97M-V/def2-TZVPD" lumo_ev=4.699 homo_energy_ha=-0.126 spin_multiplicity=1 total_charge=-1
O 1.28127 1.46340 -1.22412
H 1.42165 1.49706 -0.34267
C -0.58119 -0.69641 0.53746
O -0.05894 -0.53159 -0.63835
H -1.71470 -1.21321 0.38706
H 0.08969 -1.27837 1.20837
H -0.87720 0.24941 0.96148
H 0.43943 0.50973 -0.88923

8
Properties=species:S:1:pos:R:3 method="wB97M-V/def2-TZVPD" lumo_ev=4.937 homo_energy_ha=-0.100 spin_multiplicity=1 total_charge=-1
C -1.04059 -0.49361 -0.00996
O 0.17981 -0.86491 -0.52652
H -1.78156 -0.19851 -0.79137
H -0.92500 0.39291 0.63222
H -1.58271 -1.26237 0.57552
H 2.27017 1.21938 -0.32956
H 1.14605 0.21073 0.01745
O 1.73383 0.99637 0.43222

9
Properties=species:S:1:pos:R:3 method="wB97M-V/def2-TZVPD" lumo_ev=-0.052 homo_energy_ha=-0.363 spin_multiplicity=1 total_charge=0
C 1.34071 -0.56293 -0.21194
O -1.15340 1.51917 -0.27744
O -1.28637 1.58731 1.09225
P 0.94861 -2.14720 -0.57512
H 0.52791 0.03551 -0.01531
H 2.38650 -0.15016 -0.11548
H -1.67425 0.80500 -0.62767
H -0.59141 0.99223 1.49520
H -0.49830 -2.07892 -0.76451

10
Properties=species:S:1:pos:R:3 method="wB97M-V/def2-TZVPD" lumo_ev=3.955 homo_energy_ha=-0.141 spin_multiplicity=1 total_charge=-1
C 1.45833 -0.43827 -0.41115
O -2.84140 0.92459 0.56849
O -1.59000 -1.48372 -0.27664
P 0.04851 0.84779 -1.00663
P -1.43164 -0.13690 0.26837
H 1.27863 -0.49263 0.65052
H 2.54619 0.06238 -0.46905
H 1.33759 -1.34554 -0.97777
H 0.07843 1.87154 -0.01479
H -0.88464 0.19077 1.66865

10
Properties=species:S:1:pos:R:3 method="wB97M-V/def2-TZVPD" lumo_ev=-0.762 homo_energy_ha=-0.344 spin_multiplicity=1 total_charge=0
C 1.32901 0.40903 0.56382
O -1.78749 -1.43644 -0.20822
O 1.24793 -0.43699 -0.62594
P -2.95017 -0.34983 -0.04552
S -2.18401 1.31093 -0.72977
H 0.52610 1.13998 0.67325
H 2.33039 0.71689 0.68923
H 1.08824 -0.29929 1.42862
H -0.75531 -1.14703 -0.37844
H 1.15531 0.09275 -1.36704

9
Properties=species:S:1:pos:R:3 method="wB97M-V/def2-TZVPD" lumo_ev="0.063 / -0.007" homo_energy_ha="-0.236 / -0.239" spin_multiplicity=1 total_charge=0
C -0.15713 1.83717 2.03131
H -0.36618 1.55296 3.07197
H -0.73036 1.45876 1.16810
H 0.81493 1.34498 1.86404
O -2.29707 3.23627 2.49395
Sc -4.00518 2.89820 1.53186
H -1.44757 3.77725 2.14464
O 0.21731 3.39748 1.91302
H 0.46706 3.55505 0.99917

9
Properties=species:S:1:pos:R:3 method="wB97M-V/def2-TZVPD" lumo_ev=-3.816 homo_energy_ha=-0.619 spin_multiplicity=1 total_charge=+1
O 0.89963 1.27456 1.45008
H 1.21953 2.09137 1.02583
H 1.56616 0.96827 2.09989
H 0.47193 0.51919 0.80952
O 0.05914 -0.51653 0.11925
C -0.65053 -1.01980 -0.71944
O -1.00537 -0.37976 -1.78222
H -1.02470 -2.03981 -0.60432
H -1.53580 -0.89749 -2.39859

10
Properties=species:S:1:pos:R:3 method="wB97M-V/def2-TZVPD" lumo_ev=0.478 homo_energy_ha=-0.347 spin_multiplicity=1 total_charge=0
C -0.22525 0.08236 0.12341
O -0.70770 1.28913 0.59892
O -0.74153 -0.37628 -1.02851
O -0.49455 -0.95366 1.21472
P 1.71231 0.05516 0.02889
H -1.62190 1.25977 0.76052
H -0.23750 -1.17995 -1.27766
H -1.45880 -1.04633 1.26903
H 1.86833 1.47977 -0.35110
H 1.90660 -0.60998 -1.33821

11
Properties=species:S:1:pos:R:3 method="wB97M-V/def2-TZVPD" lumo_ev=-0.799 homo_energy_ha=-0.359 spin_multiplicity=1 total_charge=0
C -0.71291 1.37641 0.30545
O 0.29943 -2.19827 -1.08646
O -0.78919 -2.10326 1.19602
O 0.21812 1.25142 -0.82887
P 0.30182 -1.60649 0.42010
S 2.07305 -1.00107 0.96933
H -1.67886 1.03774 -0.04740
H -0.72803 2.36195 0.94579
H -0.42777 0.54127 0.93464
H 1.09738 -1.89167 -1.72664
H 0.34694 2.23196 -1.08196